DFT (ωB97M-V/def2-TZVPD) results for a 8-piece molecular cluster, C6H27NO8 overall.

Its calculated total energy is -24528.9980 eV. As for the orbital gap (alpha / beta): 0.067 / 0.338 Ha. The HOMO energy (alpha / beta) is 0.4 / -7.0 eV. Its net charge is -1. Its spin multiplicity is 2. The value obtained for the largest force on an atom is 3.822 eV/Å.

Each line ends with the Mulliken spin population.
Element x y z (Å)
C: 1.7272 -0.2672 0.3789  0.11
N: 0.8198 -1.4358 0.5864  -0.43
C: -0.2352 -1.4223 1.4212  1.85
O: -1.0566 -2.3421 1.2942  -0.55
C: 2.2341 -0.1242 -1.0122  0.00
C: 1.5210 1.0555 -1.7528  0.03
C: 1.4024 2.4180 -1.0862  0.02
C: 1.1326 3.5425 -2.1838  0.01
H: 2.5326 -0.3211 1.1752  0.03
H: 1.3311 0.6676 0.8518  -0.08
H: 0.9217 -2.0889 -0.1673  0.00
H: -0.2529 -0.6944 2.2149  -0.06
H: 2.1688 -1.0286 -1.6550  0.02
H: 3.3280 -0.0853 -1.0624  -0.04
H: 1.9798 1.2701 -2.7634  0.00
H: 0.5076 0.6336 -1.9917  -0.01
H: 0.4731 2.6520 -0.5074  0.00
H: 2.1749 2.7159 -0.3955  0.00
H: 0.2551 3.1513 -2.6586  0.00
H: 0.9421 4.4342 -1.5107  -0.01
H: 1.9982 3.6213 -2.8428  0.00
H: -3.2198 -1.2951 0.6721  0.00
H: -2.9482 -2.7116 0.8942  0.03
O: -3.7091 -2.1439 0.6846  0.05
H: -2.9215 -1.3133 -1.8391  0.00
H: -1.7404 -0.4097 -1.6507  0.00
O: -2.7011 -0.4114 -1.5755  0.00
H: -1.7669 0.5953 3.8025  0.09
H: -1.0028 1.5749 4.6158  -0.03
O: -1.6290 1.5617 3.8739  0.37
H: -1.1074 -2.5535 -0.7045  0.01
H: -1.3933 -3.8748 -1.4774  0.00
O: -0.9995 -3.0023 -1.5572  0.00
H: -1.3991 -2.0787 4.1704  0.41
H: -2.5751 -1.1337 4.4044  0.28
O: -1.7676 -1.2313 3.8394  -1.11
H: 2.4420 -2.8127 -2.9808  0.00
H: 2.0440 -2.0643 -4.2505  0.00
O: 2.5634 -1.9772 -3.4451  0.01
H: -0.5545 2.4146 2.6072  0.00
H: -1.1834 3.4456 1.6660  0.00
O: -0.3361 3.0689 1.9174  0.01

DFT (ωB97M-V/def2-TZVPD) results for a 8-piece molecular cluster, C6H27NO8 overall.

Its calculated total energy is -24528.8591 eV. As for the orbital gap: 0.360 Ha. The HOMO energy is -9.7 eV. Its net charge is 0. As for the structure (SMILES): CCC(=O)NC(C)C.O.O.O.O.O.O.O. The value obtained for the largest force on an atom is 6.191 eV/Å.

Each line ends with the Löwdin charge.
Element x y z (Å)
C: 1.4980 1.4464 -0.5155  -0.17
C: 1.2854 2.9284 -0.6240  -0.11
C: 0.2251 0.6919 -0.4430  -0.49
N: -0.6008 0.9136 0.6541  0.06
C: -1.1572 -1.4786 0.9520  -0.05
C: -1.5942 -0.0306 1.1704  -0.38
C: -2.8964 0.3091 0.4565  -0.07
O: -0.1073 -0.1613 -1.2342  0.04
H: 2.2979 1.3915 0.2834  0.14
H: 2.0309 1.0411 -1.4313  0.14
H: 1.2581 3.3331 0.3570  0.06
H: 2.0357 3.3487 -1.3148  0.09
H: 0.2938 3.2433 -1.0598  0.08
H: -0.5607 1.8358 1.2324  0.12
H: -0.0981 -1.6082 0.7793  0.06
H: -1.0876 -2.0634 1.8203  0.06
H: -1.7762 -1.9386 0.1736  0.09
H: -1.8032 0.2128 2.2627  0.15
H: -3.4740 1.1813 0.7744  0.07
H: -3.5427 -0.6171 0.6096  0.10
H: -2.7414 0.3803 -0.6111  0.07
H: -1.0362 4.1940 0.4529  0.07
H: -1.8335 2.8855 -0.3422  0.08
O: -1.8798 3.6613 0.3114  -0.12
H: 2.0633 -4.0933 -0.9379  0.01
H: 0.6859 -3.3887 -0.8411  0.04
O: 1.5341 -3.6353 -0.3503  -0.05
H: 0.1965 -2.7080 -2.5934  0.02
H: -0.7822 -2.0999 -1.5584  -0.01
O: -0.4917 -2.8772 -1.9863  0.00
H: -1.8575 2.5699 2.9945  0.07
H: -1.0516 3.5047 2.0358  0.02
O: -0.9364 2.8444 2.7739  -0.09
H: 1.6431 -3.1711 2.1275  -0.06
H: 1.4355 -1.6750 2.6456  0.08
O: 1.8949 -2.5698 2.7378  -0.03
H: 2.8039 -2.4826 -0.5044  -0.03
H: 3.0161 -1.4638 0.4863  0.00
O: 3.1610 -1.5912 -0.4436  -0.06
H: 1.1140 -1.1512 -3.3488  0.03
H: 0.0021 -0.4291 -3.7704  0.02
O: 0.8334 -0.6829 -4.1811  -0.07

DFT (ωB97M-V/def2-TZVPD) results for a 8-piece molecular cluster, C6H27NO8 overall.

Its calculated total energy is -24527.8306 eV. As for the orbital gap: 0.331 Ha. The HOMO energy is -8.9 eV. Its net charge is 0. As for the structure (SMILES): CCCN(C)CC=O.O.O.O.O.O.O.O. The value obtained for the largest force on an atom is 3.490 eV/Å.

Each line ends with the Löwdin charge.
Element x y z (Å)
C: -2.1166 0.2260 -1.4028  -0.21
C: -3.1592 1.0731 -2.1764  -0.09
C: -2.3730 -0.1623 0.1205  -0.19
N: -1.2811 0.1499 1.0482  -0.25
C: -1.8596 0.0428 2.4612  -0.02
C: -0.3627 1.1997 0.9048  -0.23
C: 0.8168 1.0500 1.8453  -0.23
O: 1.4449 1.9894 2.3000  0.03
H: -1.1490 0.7005 -1.4907  0.08
H: -1.9880 -0.7534 -1.8888  0.09
H: -3.5600 1.7907 -1.4651  0.07
H: -2.6155 1.5498 -3.0330  0.09
H: -3.8833 0.4012 -2.5198  0.05
H: -3.3479 0.1358 0.5076  0.10
H: -2.6154 -1.2591 0.2761  0.11
H: -2.3019 1.0397 2.7078  0.09
H: -2.5821 -0.7673 2.5109  0.09
H: -0.9477 0.0472 3.1175  0.09
H: -0.9666 2.1587 1.0293  0.15
H: 0.1731 1.3334 -0.0333  0.10
H: 0.8619 -0.0335 2.1944  0.14
H: 4.1427 0.8085 -1.4233  0.03
H: 3.2782 -0.2435 -0.6990  0.04
O: 4.2252 -0.0879 -1.0310  -0.10
H: -1.2124 3.8781 2.6195  0.05
H: -0.1952 2.8287 3.2158  0.00
O: -0.9061 3.4634 3.4619  -0.09
H: -1.4044 -3.7026 -0.7487  0.05
H: -1.3266 -3.2481 0.6245  0.04
O: -1.8980 -3.8691 0.1034  -0.09
H: 3.1240 2.8171 -0.7939  0.05
H: 1.9910 3.1822 0.3077  0.06
O: 2.1817 2.6894 -0.5320  -0.09
H: 3.1636 -2.3891 -2.2926  0.04
H: 2.9784 -3.5785 -1.2655  0.07
O: 2.6157 -3.1298 -2.0432  -0.04
H: 1.3329 -2.2418 -0.7930  -0.03
H: 0.5154 -1.1099 0.0409  0.01
O: 1.3321 -1.6007 -0.1002  -0.04
H: 0.3423 -1.6015 -4.2560  0.03
H: 0.2832 -2.1293 -2.7444  -0.01
O: -0.1246 -2.1042 -3.6006  -0.03